ORCA calculation (ωB97M-V/def2-TZVPD) on a molecular structure, C60H51BCoN3P3Si in a non-equilibrium geometry.

## Properties
**Multiplicity**: 2
**LUMO (spin up / spin down)**: 0.6 / 0.6 eV
**Relative energy (zero: lowest compared OMol25 entry of this formula, charge and spin)**: 43.8 kJ/mol

```
120
Properties=species:S:1:pos:R:3:lowdin_spin:R:1
Co 0.15 0.43 -0.56 1.03
C -2.99 -5.35 -1.47 0.00
C -3.59 -4.52 -0.53 0.00
C -3.24 -3.18 -0.46 0.00
C -2.30 -2.64 -1.34 0.01
C -1.72 -3.48 -2.29 0.00
C -2.06 -4.82 -2.35 0.00
P -1.81 -0.87 -1.23 0.01
C -1.85 -0.45 -3.03 0.00
C -0.71 -0.78 -3.77 0.00
C -0.64 -0.52 -5.12 0.00
C -1.70 0.08 -5.78 0.00
C -2.84 0.41 -5.06 0.00
C -2.92 0.14 -3.70 0.00
C -3.31 -0.05 -0.54 0.00
C -4.60 -0.34 -0.96 0.00
C -5.68 0.36 -0.45 0.00
C -5.47 1.36 0.50 0.00
C -4.18 1.63 0.94 0.00
C -3.08 0.92 0.45 -0.01
Si -1.28 1.31 0.88 -0.05
C -1.08 3.21 0.79 0.00
C -1.51 4.14 1.74 0.00
C -1.27 5.49 1.58 0.00
C -0.60 5.95 0.45 0.00
C -0.17 5.05 -0.51 0.00
C -0.39 3.69 -0.33 0.00
P 0.06 2.38 -1.52 0.00
C -1.01 2.95 -2.90 0.00
C -2.38 3.06 -2.62 0.00
C -3.25 3.60 -3.55 0.00
C -2.76 4.03 -4.78 0.00
C -1.41 3.92 -5.07 0.00
C -0.54 3.39 -4.12 0.00
C 1.75 2.62 -2.11 0.00
C 2.24 1.60 -3.12 0.00
C 3.55 2.02 -3.77 0.00
C 4.51 2.65 -2.81 0.00
C 4.07 3.31 -1.74 0.00
C 2.64 3.39 -1.46 0.00
C -0.84 0.89 2.67 -0.01
C -1.65 0.97 3.79 0.00
C -1.18 0.62 5.05 0.00
C 0.14 0.20 5.20 0.00
C 0.98 0.14 4.10 0.00
C 0.49 0.47 2.84 0.00
P 1.52 0.55 1.31 0.00
C 2.59 -0.93 1.34 0.00
C 2.27 -2.04 2.12 0.00
C 3.03 -3.20 2.04 0.00
C 4.12 -3.26 1.19 0.00
C 4.44 -2.16 0.40 0.00
C 3.68 -1.01 0.47 0.00
C 2.68 1.88 1.82 -0.01
C 3.95 1.60 2.32 0.00
C 4.77 2.62 2.78 0.00
C 4.34 3.94 2.76 0.00
C 3.07 4.23 2.27 0.00
C 2.25 3.21 1.81 0.00
H -3.26 -6.40 -1.53 0.00
H -4.32 -4.92 0.16 0.00
H -3.71 -2.56 0.28 0.00
H -0.99 -3.10 -2.99 0.00
H -1.59 -5.45 -3.10 0.00
H 0.14 -1.22 -3.27 0.00
H 0.27 -0.78 -5.66 0.00
H -1.64 0.30 -6.84 0.00
H -3.68 0.89 -5.56 0.00
H -3.81 0.43 -3.17 0.00
H -4.77 -1.12 -1.70 0.00
H -6.68 0.14 -0.80 0.00
H -6.31 1.92 0.89 0.00
H -4.04 2.41 1.68 0.00
H -2.02 3.80 2.63 0.00
H -1.60 6.19 2.33 0.00
H -0.41 7.01 0.32 0.00
H 0.34 5.40 -1.40 0.00
H -2.77 2.73 -1.66 0.00
H -4.30 3.69 -3.32 0.00
H -3.44 4.45 -5.52 0.00
H -1.03 4.26 -6.02 0.00
H 0.52 3.36 -4.35 0.00
H 1.49 1.51 -3.92 0.00
H 3.39 2.71 -4.60 0.00
H 5.57 2.61 -3.03 0.00
H 4.75 3.80 -1.06 0.00
H 2.32 4.05 -0.67 0.00
H -2.68 1.30 3.69 0.00
H -1.83 0.68 5.91 0.00
H 0.51 -0.07 6.18 0.00
H 2.01 -0.16 4.23 0.00
H 1.44 -2.01 2.80 0.00
H 2.77 -4.05 2.66 0.00
H 4.72 -4.16 1.12 0.00
H 5.28 -2.20 -0.28 0.00
H 3.93 -0.17 -0.17 0.00
H 4.31 0.59 2.36 0.00
H 5.76 2.38 3.17 0.00
H 4.98 4.73 3.12 0.00
H 2.71 5.25 2.26 0.00
H 1.26 3.46 1.45 0.00
B 2.88 -1.12 -3.07 0.00
C 2.32 0.21 -2.52 0.00
N 1.59 -0.33 -1.65 0.01
H 4.00 1.13 -4.23 0.00
H 2.52 -1.53 -4.14 0.00
H 3.57 -1.82 -2.39 0.00
N -1.30 -5.19 4.37 0.00
C -1.44 -4.15 3.47 0.00
C -0.61 -4.04 2.36 0.00
C -0.77 -2.95 1.52 0.00
N -1.67 -1.99 1.69 0.00
C -2.47 -2.11 2.76 0.00
C -2.40 -3.15 3.67 0.00
H -0.80 -6.00 4.06 0.00
H -2.07 -5.37 4.99 0.00
H 0.15 -4.78 2.14 0.00
H -0.13 -2.86 0.64 0.00
H -3.21 -1.33 2.89 0.00
H -3.08 -3.18 4.51 0.00
```


ORCA calculation (ωB97M-V/def2-TZVPD) on a molecular structure, C60H55Li2N11O11 in a non-equilibrium geometry.

## Properties
**LUMO**: -1.1 eV

```
139
Properties=species:S:1:pos:R:3:mulliken_charge:R:1
Li -0.23 1.22 0.08 0.44
Li -1.97 0.01 3.59 0.92
C -0.85 -0.65 1.53 1.10
O -0.14 -0.80 0.54 0.37
O -1.10 -1.52 2.36 -0.93
O -1.32 0.45 1.79 -1.17
C -2.81 -2.31 -3.09 -0.01
C -2.93 -3.26 -4.12 -0.50
C -4.07 -4.05 -4.16 -0.73
C -5.13 -3.93 -3.25 -0.25
C -4.95 -3.05 -2.20 -0.28
C -3.82 -2.23 -2.09 -0.56
N -6.37 -4.73 -3.30 0.98
O -6.71 -5.04 -4.41 -0.59
O -7.07 -4.85 -2.33 -0.59
H -1.89 -1.79 -2.87 0.51
H -2.11 -3.40 -4.81 0.48
H -4.14 -4.80 -4.93 0.43
H -5.69 -3.08 -1.42 0.42
H -3.65 -1.52 -1.29 0.65
C 1.16 0.30 -5.00 -0.04
C 1.84 1.40 -5.51 -0.78
C 1.92 1.55 -6.89 -0.28
C 1.34 0.61 -7.80 -0.21
C 0.70 -0.53 -7.22 -0.27
C 0.57 -0.63 -5.87 -0.44
N 1.45 0.74 -9.30 1.00
O 2.08 1.70 -9.72 -0.60
O 0.92 -0.10 -9.95 -0.59
H 1.11 0.16 -3.93 0.63
H 2.22 2.11 -4.78 0.46
H 2.54 2.40 -7.16 0.41
H 0.24 -1.32 -7.80 0.42
H 0.09 -1.48 -5.43 0.32
C 2.36 -4.88 0.72 -0.39
C 2.95 -5.91 1.51 -0.79
C 2.96 -5.77 2.89 -0.37
C 2.53 -4.61 3.54 -0.18
C 1.93 -3.62 2.77 0.64
C 1.79 -3.78 1.37 -1.02
N 2.66 -4.49 5.02 0.96
O 2.22 -3.43 5.56 -0.55
O 3.31 -5.33 5.67 -0.59
H 2.39 -4.83 -0.36 0.45
H 3.22 -6.82 0.99 0.39
H 3.34 -6.63 3.42 0.42
H 1.52 -2.69 3.14 0.07
H 1.29 -3.08 0.72 0.83
C 2.08 7.87 -0.20 -0.37
C 1.06 7.14 -0.68 -0.64
C 0.34 6.30 0.13 -0.15
C 0.61 6.25 1.50 0.03
C 1.64 7.04 2.01 -0.35
C 2.37 7.87 1.20 -0.63
N -0.06 5.37 2.46 1.07
O -1.01 4.75 1.98 -0.49
O 0.24 5.25 3.64 -0.63
H 2.71 8.47 -0.84 0.42
H 0.79 7.18 -1.73 0.40
H -0.38 5.63 -0.32 0.53
H 1.86 7.04 3.07 0.43
H 3.20 8.48 1.52 0.39
N -0.32 0.52 4.76 -0.03
C -0.01 1.75 5.15 -0.06
C 1.04 2.17 5.93 -0.67
C 1.95 1.17 6.41 -0.75
C 1.76 -0.10 5.84 -0.45
C 0.59 -0.41 5.11 -0.28
H -0.66 2.57 4.89 0.35
H 1.14 3.21 6.22 0.55
H 2.91 1.43 6.83 0.39
H 2.52 -0.86 5.97 0.50
H 0.54 -1.41 4.72 0.54
N -3.24 -3.71 1.65 -0.18
C -2.51 -3.89 0.54 -0.48
C -2.86 -4.85 -0.47 -0.80
C -4.06 -5.59 -0.30 -0.36
C -4.81 -5.36 0.87 -0.58
C -4.35 -4.44 1.82 -0.34
H -1.69 -3.20 0.43 0.89
H -2.17 -5.09 -1.26 0.47
H -4.44 -6.27 -1.05 0.47
H -5.80 -5.80 0.94 0.38
H -4.92 -4.11 2.68 0.39
N -1.34 1.77 -1.45 0.17
C -2.65 1.23 -1.28 -0.57
C -3.66 1.35 -2.28 -0.79
C -3.37 2.02 -3.43 -0.45
C -2.13 2.69 -3.53 -0.64
C -1.13 2.43 -2.58 -0.26
H -2.75 0.70 -0.35 0.63
H -4.64 0.91 -2.13 0.52
H -3.98 2.15 -4.31 0.40
H -1.97 3.26 -4.43 0.46
H -0.29 3.11 -2.63 0.33
N -3.40 1.75 3.58 -0.03
C -3.22 2.82 2.71 -0.18
C -3.87 4.04 2.91 -0.84
C -4.64 4.28 4.08 -0.28
C -4.80 3.20 4.95 -0.72
C -4.18 1.99 4.62 -0.09
H -2.54 2.62 1.90 0.37
H -3.69 4.88 2.26 0.38
H -4.97 5.30 4.21 0.41
H -5.41 3.32 5.84 0.40
H -4.30 1.14 5.28 0.40
N 1.18 2.51 0.66 0.92
C 1.37 2.65 2.03 0.22
C 2.42 3.39 2.51 -0.63
C 3.40 3.87 1.65 -0.42
C 3.18 3.76 0.26 -1.04
C 2.03 3.11 -0.15 -0.75
H 0.69 2.13 2.68 -0.14
H 2.60 3.46 3.57 0.35
H 4.26 4.36 2.08 0.44
H 3.81 4.30 -0.44 0.53
H 1.84 2.97 -1.20 0.46
N 5.58 0.22 2.72 -0.64
C 4.19 0.23 2.81 -0.82
C 3.43 -0.60 1.99 0.80
C 4.07 -1.51 1.15 0.01
C 5.48 -1.57 1.07 -0.92
C 6.20 -0.61 1.84 -0.37
H 3.63 0.80 3.53 0.50
H 2.36 -0.55 1.92 0.39
H 3.49 -2.05 0.42 0.17
H 5.96 -2.16 0.31 0.42
H 7.28 -0.58 1.88 0.40
N 3.22 -1.65 -2.88 -0.52
C 2.05 -1.59 -2.21 -0.99
C 1.07 -2.44 -2.48 0.73
C 1.11 -3.38 -3.48 -0.61
C 2.33 -3.44 -4.19 -0.81
C 3.32 -2.51 -3.87 -0.54
H 2.01 -0.99 -1.32 1.07
H 0.29 -2.34 -1.75 0.07
H 0.32 -4.11 -3.53 0.52
H 2.63 -4.21 -4.88 0.48
H 4.33 -2.54 -4.25 0.51
```